# 1
Below is a molecular structure, C45H72BaMnN9O5 at a distorted geometry, with properties calculated with ωB97M-V/def2-TZVPD.

Calculated values
**E**: -3803.10623 hartree
**2S+1**: 6
**Max |F|**: 6.9 eV/Å
**Total charge**: +1

Last column: Mulliken charge in e.
Cartesian coordinates (Å):
Ba: 1.808 -0.343 4.862  1.934
Mn: -0.029 -3.034 2.268  0.689
C: 1.277 -0.718 -0.013  -1.376
C: 0.576 -0.246 1.233  2.601
C: -0.882 0.061 0.907  -1.219
O: 0.600 -1.134 2.317  -0.486
H: 1.053 -0.020 -0.820  0.001
H: 0.909 -1.691 -0.400  0.109
H: 2.344 -0.901 0.143  0.116
H: 1.048 0.715 1.482  -0.633
H: -0.926 1.055 0.414  0.314
H: -1.371 0.323 1.846  0.001
H: -1.365 -0.609 0.199  0.342
C: -2.037 -4.471 5.139  -0.504
C: -2.027 -5.022 6.483  0.261
C: -1.247 -4.301 7.531  0.165
O: -1.007 -4.824 8.548  -0.523
C: -0.793 -2.979 7.225  -0.505
C: -0.862 -2.447 5.972  0.002
C: -1.465 -3.326 4.865  0.524
O: -1.378 -2.806 3.637  -0.715
O: -0.422 -1.242 5.684  -0.728
O: -2.565 -6.044 6.703  -0.524
H: -2.461 -4.998 4.294  0.485
H: -0.204 -2.431 7.951  0.499
C: 1.650 -2.226 -6.975  -1.170
C: 0.189 -2.439 -6.582  -0.673
C: 0.041 -3.008 -5.131  0.078
C: 0.511 -2.109 -4.093  0.154
N: 0.876 -1.348 -3.308  -0.298
H: 2.130 -3.177 -7.195  0.307
H: 2.182 -1.679 -6.197  0.270
H: 1.691 -1.611 -7.876  0.390
H: -0.335 -3.034 -7.328  0.430
H: -0.401 -1.509 -6.567  0.337
H: 0.721 -3.876 -5.100  -0.100
H: -0.959 -3.435 -5.067  0.245
C: 1.293 -6.231 -3.291  -1.034
C: 1.864 -5.872 -1.954  -0.651
C: 2.444 -4.488 -1.802  0.698
C: 3.572 -4.243 -2.689  0.042
N: 4.432 -4.041 -3.347  -0.429
H: 0.310 -5.777 -3.384  0.174
H: 1.189 -7.315 -3.349  0.410
H: 1.966 -6.001 -4.116  0.303
H: 2.654 -6.606 -1.742  0.331
H: 1.172 -6.109 -1.139  0.344
H: 2.790 -4.302 -0.783  0.283
H: 1.714 -3.706 -2.043  -0.485
C: 2.230 6.124 2.906  -1.074
C: 0.804 5.643 2.729  -0.749
C: 0.711 4.313 1.979  0.811
C: 0.996 3.242 2.924  -0.564
N: 1.262 2.367 3.648  -0.006
H: 2.853 5.304 3.308  0.241
H: 2.322 6.835 3.726  0.365
H: 2.657 6.452 1.969  0.314
H: 0.339 6.399 2.081  0.391
H: 0.176 5.627 3.616  0.424
H: 1.410 4.227 1.152  -0.387
H: -0.314 4.132 1.653  0.312
C: -2.451 2.129 3.756  -0.923
C: -2.719 0.910 4.641  0.735
C: -2.300 1.179 6.110  -0.872
C: -0.883 1.529 6.255  0.322
N: 0.222 1.707 6.417  -0.568
H: -2.784 1.962 2.729  0.295
H: -1.418 2.471 3.773  -0.085
H: -3.086 2.961 4.093  0.540
H: -2.218 -0.008 4.313  -0.488
H: -3.803 0.766 4.640  0.189
H: -2.471 0.411 6.861  0.415
H: -2.871 2.080 6.382  0.517
C: 3.853 3.341 -4.406  -1.209
C: 3.341 1.922 -4.197  -0.279
C: 3.757 1.282 -2.866  1.674
C: 5.177 0.950 -2.823  -0.049
N: 6.276 0.662 -2.745  -0.561
H: 3.559 3.674 -5.405  0.372
H: 4.949 3.323 -4.435  0.377
H: 3.496 4.074 -3.695  0.192
H: 3.718 1.252 -4.966  0.426
H: 2.253 2.000 -4.159  -0.097
H: 3.196 0.363 -2.712  -0.119
H: 3.597 2.010 -2.061  -0.778
C: -5.370 -0.845 -2.584  -1.291
C: -3.858 -1.172 -2.461  0.436
C: -3.453 -2.515 -3.115  -0.377
C: -3.356 -2.454 -4.575  0.260
N: -3.272 -2.445 -5.720  -0.537
H: -5.557 0.183 -2.289  0.359
H: -5.904 -1.471 -1.860  0.294
H: -5.748 -1.122 -3.567  0.424
H: -3.573 -1.140 -1.404  -0.352
H: -3.221 -0.444 -2.982  0.244
H: -4.230 -3.264 -2.913  0.414
H: -2.453 -2.778 -2.754  0.197
C: 4.119 2.899 0.859  -0.851
C: 5.363 2.040 0.583  -0.909
C: 5.278 0.537 0.803  0.182
C: 4.591 0.222 2.065  -0.187
N: 4.120 -0.020 3.083  -0.389
H: 4.005 2.918 1.952  0.503
H: 3.198 2.552 0.389  -0.096
H: 4.303 3.928 0.564  0.402
H: 6.111 2.361 1.320  0.431
H: 5.843 2.265 -0.369  0.440
H: 6.270 0.091 0.880  0.454
H: 4.706 -0.048 0.069  0.034
C: -4.884 -1.918 1.615  -1.277
C: -4.723 -0.400 1.578  0.932
C: -5.983 0.343 2.031  -0.527
C: -6.959 0.431 0.976  0.083
N: -7.741 0.507 0.145  -0.433
H: -5.186 -2.345 2.573  0.440
H: -3.899 -2.395 1.483  0.202
H: -5.528 -2.319 0.828  0.320
H: -4.354 -0.043 0.621  0.190
H: -3.967 -0.240 2.359  -0.701
H: -5.721 1.351 2.372  0.252
H: -6.403 -0.099 2.935  0.478
C: -0.465 2.759 -2.664  -0.202
C: -0.887 4.214 -2.506  -0.556
C: 0.248 5.186 -2.766  -0.680
C: 1.433 4.761 -2.050  0.290
N: 2.335 4.507 -1.454  -0.356
H: 0.316 2.594 -3.405  0.077
H: -1.289 2.069 -2.762  0.266
H: 0.013 2.475 -1.712  -0.048
H: -1.092 4.403 -1.443  0.182
H: -1.811 4.414 -3.039  0.378
H: 0.040 6.208 -2.454  0.421
H: 0.492 5.213 -3.834  0.289

# 2
Below is a molecular structure, C12H8FNO2Se2Te2W, with properties calculated with ωB97M-V/def2-TZVPD.

Calculated values
**Energy above the lowest of the compared OMol25 structures with the same formula, charge and spin**: 0.243 eV
**2S+1**: 1
**Max |F|**: 0.5 eV/Å
**Total charge**: +2

Last column: Mulliken charge in e.
Cartesian coordinates (Å):
W: -0.230 -0.051 0.468  0.885
O: 1.775 -0.905 1.043  -0.424
C: 1.979 0.337 1.152  0.787
O: 1.094 1.016 1.778  -0.456
C: 2.576 1.036 -0.024  0.480
C: 3.812 1.501 -0.373  -0.959
C: 3.911 2.058 -1.649  -0.174
C: 2.799 2.095 -2.473  -0.922
C: 1.588 1.588 -2.025  0.123
N: 1.479 1.073 -0.801  0.120
H: 4.655 1.439 0.300  0.514
H: 4.857 2.455 -1.992  0.472
H: 2.852 2.515 -3.468  0.429
H: 0.703 1.600 -2.644  0.397
Se: -1.694 1.503 -1.054  -0.124
Te: -1.908 2.022 1.354  0.164
Te: -2.777 -0.612 1.352  0.328
Se: -0.794 -1.476 2.452  -0.059
F: -0.439 -4.787 -3.357  -0.246
C: -0.363 -3.681 -2.657  0.347
C: 0.840 -3.375 -2.025  -0.766
C: 0.922 -2.229 -1.277  -0.673
C: -0.214 -1.376 -1.097  1.360
C: -1.384 -1.703 -1.845  -0.547
C: -1.479 -2.854 -2.588  -0.815
H: 1.690 -4.034 -2.144  0.478
H: 1.869 -1.995 -0.819  0.454
H: -2.244 -1.047 -1.822  0.339
H: -2.375 -3.117 -3.133  0.490

# 3
Below is a molecular structure, C9H18ClIN2OPZr at a distorted geometry, with properties calculated with ωB97M-V/def2-TZVPD.

Calculated values
**Energy above the lowest of the compared OMol25 structures with the same formula, charge and spin**: 0.245 eV
**2S+1**: 1
**Max |F|**: 6.1 eV/Å
**Total charge**: +3

Last column: Mulliken charge in e.
Cartesian coordinates (Å):
C: 0.218 4.369 3.772  -0.691
I: -0.095 2.564 2.370  0.478
H: 1.286 4.423 3.981  0.364
H: -0.372 4.150 4.661  0.339
H: -0.148 5.253 3.248  0.344
Zr: 0.415 0.247 0.841  0.552
P: 0.114 1.379 -1.395  0.965
C: -1.307 2.241 -2.086  -1.223
C: 1.319 2.768 -1.363  -1.167
H: 1.663 0.021 -2.689  0.383
H: 0.822 1.285 -3.666  0.479
H: -0.052 -0.222 -3.203  0.414
C: 0.703 0.512 -2.893  -1.284
H: 2.322 2.390 -1.112  0.422
H: 1.312 3.180 -2.387  0.427
H: -0.951 2.770 -2.979  0.447
H: -1.710 2.959 -1.368  0.414
H: 1.007 3.536 -0.639  0.408
H: -2.074 1.515 -2.368  0.446
C: -1.906 0.597 0.456  0.219
O: -3.033 0.851 0.374  -0.045
Cl: 2.696 -0.103 0.279  -0.250
C: 0.044 -5.371 -0.092  -0.790
N: -0.128 -4.051 0.483  0.086
C: -0.567 -3.793 1.785  -0.635
C: -0.587 -2.442 1.948  -0.332
N: -0.114 -1.864 0.757  0.106
C: 0.124 -2.869 -0.115  -0.171
H: 0.795 -5.935 0.474  0.364
H: -0.897 -5.932 -0.062  0.360
H: 0.370 -5.288 -1.131  0.290
H: -0.848 -4.567 2.478  0.469
H: -0.885 -1.826 2.787  0.433
H: 0.464 -2.747 -1.144  0.378

# 4
Below is C6H8Cl2 in the gas phase at a distorted geometry, with properties calculated with ωB97M-V/def2-TZVPD.

Calculated values
**Energy above the lowest of the compared OMol25 structures with the same formula, charge and spin**: 2.603 eV
**SMILES**: Cl[C@@]12CCC[C@@]1(Cl)C2
**2S+1**: 1
**Max |F|**: 3.7 eV/Å

Last column: Mulliken charge in e.
Cartesian coordinates (Å):
Cl: -2.282 -0.392 -0.009  -0.223
C: -0.608 -0.741 -0.576  0.451
C: -0.082 0.505 -1.314  -1.005
C: 0.241 1.505 -0.042  -0.502
C: 0.293 0.729 1.261  -0.777
C: 0.357 -0.754 0.650  0.265
Cl: 2.103 -0.671 -0.186  -0.254
C: -0.221 -2.004 0.169  -0.503
H: 0.741 0.356 -1.953  0.388
H: -1.017 0.856 -1.908  0.314
H: -0.514 2.223 0.045  0.377
H: 1.187 2.011 -0.172  0.345
H: 1.087 0.981 1.935  0.337
H: -0.658 0.644 1.748  0.322
H: -1.088 -2.447 0.672  0.257
H: 0.463 -2.801 -0.321  0.208